# 1
Here is a structure of composition C11H28ClN3NbO4 at a distorted geometry from OMol25. Energies are from ωB97M-V/def2-TZVPD.

Summary:
- highest occupied orbital energy (hartree) = -0.212
- frontier orbital gap (Ha) = 0.288
- net charge = -1
- E_tot (eV) = -38589.8676

CARTESIAN COORDINATES (ANGSTROEM)
N (-5.802, -1.987, 1.386)
C (-5.301, -1.308, 2.182)
O (-4.769, -0.819, 3.233)
Nb (-2.876, 0.020, 3.146)
C (-1.879, -1.333, 4.709)
C (-0.871, -2.375, 4.422)
O (-0.823, -3.506, 4.796)
Cl (0.437, -1.861, 3.286)
H (-2.238, -1.151, 1.877)
H (-3.189, 0.989, 1.638)
H (-3.353, 1.450, 4.252)
H (-1.301, 0.870, 3.108)
H (-1.450, -0.625, 5.430)
H (-2.697, -1.897, 5.184)
C (4.293, 1.051, 0.611)
C (3.050, 0.679, 1.410)
C (1.740, 0.795, 0.630)
O (1.290, 2.122, 0.419)
C (1.829, 2.779, -0.702)
N (3.028, 1.444, 2.658)
H (4.376, 2.134, 0.499)
H (5.187, 0.707, 1.131)
H (4.275, 0.604, -0.385)
H (3.131, -0.378, 1.688)
H (0.964, 0.300, 1.215)
H (1.816, 0.279, -0.337)
H (1.982, 2.080, -1.535)
H (2.786, 3.268, -0.493)
H (1.110, 3.538, -1.011)
H (2.279, 1.094, 3.248)
H (2.766, 2.401, 2.436)
C (-0.985, 0.240, -4.840)
C (-0.202, 0.400, -3.540)
C (0.496, -0.886, -3.085)
O (-0.351, -1.851, -2.504)
C (-1.031, -2.705, -3.393)
N (-1.080, 0.988, -2.534)
H (-1.924, -0.287, -4.663)
H (-1.233, 1.221, -5.245)
H (-0.415, -0.314, -5.588)
H (0.605, 1.121, -3.724)
H (1.214, -0.628, -2.303)
H (1.055, -1.329, -3.924)
H (-0.404, -2.948, -4.261)
H (-1.970, -2.277, -3.755)
H (-1.256, -3.620, -2.848)
H (-0.558, 1.224, -1.695)
H (-1.749, 0.287, -2.227)

---

# 2
Here is a cluster of 5 separate species, C11H28ClN5O10Si in total at a distorted geometry from OMol25. Energies are from ωB97M-V/def2-TZVPD.

Summary:
- highest occupied orbital energy (hartree) = -0.331
- frontier orbital gap (Ha) = 0.322
- net charge = 0
- SMILES = NCC[Si@@H](Cl)CCCCOC=O.C[N+](=O)[O-].C[N+](=O)[O-].C[N+](=O)[O-].C[N+](=O)[O-]
- E_tot (eV) = -60175.0894

CARTESIAN COORDINATES (ANGSTROEM)
N (-2.848, 3.450, -1.861)
C (-2.496, 2.330, -2.775)
C (-1.260, 2.620, -3.762)
Si (0.419, 1.910, -3.181)
Cl (1.821, 3.555, -3.314)
C (0.435, 1.361, -1.325)
C (0.736, 2.696, -0.465)
C (0.176, 2.624, 1.047)
C (0.360, 4.125, 1.646)
O (-0.748, 4.934, 1.153)
C (-0.315, 6.173, 0.625)
O (0.485, 6.314, -0.325)
H (-3.370, 4.193, -2.337)
H (-2.040, 3.804, -1.338)
H (-2.378, 1.371, -2.150)
H (-3.429, 2.142, -3.427)
H (-1.457, 2.171, -4.809)
H (-1.161, 3.756, -3.923)
H (0.956, 0.840, -4.015)
H (1.191, 0.516, -1.128)
H (-0.586, 0.979, -0.966)
H (0.176, 3.558, -0.990)
H (1.840, 2.965, -0.498)
H (-0.943, 2.345, 1.028)
H (0.734, 1.841, 1.666)
H (0.462, 4.106, 2.782)
H (1.354, 4.496, 1.192)
H (-0.744, 7.120, 1.096)
C (3.772, -2.214, -2.464)
N (2.512, -1.619, -2.978)
O (2.527, -1.168, -4.115)
O (1.550, -1.626, -2.220)
H (4.536, -2.141, -3.236)
H (4.064, -1.652, -1.578)
H (3.568, -3.257, -2.221)
C (-2.225, 2.631, 5.131)
N (-0.948, 1.877, 5.027)
O (-1.021, 0.675, 4.840)
O (0.081, 2.521, 5.136)
H (-3.053, 1.935, 5.016)
H (-2.250, 3.101, 6.113)
H (-2.233, 3.375, 4.336)
C (0.566, -5.290, -0.191)
N (1.902, -4.655, -0.338)
O (2.139, -3.681, 0.353)
O (2.668, -5.160, -1.144)
H (-0.004, -4.740, 0.555)
H (0.074, -5.248, -1.161)
H (0.725, -6.319, 0.127)
C (-0.818, -7.901, 2.839)
N (-1.014, -8.007, 1.370)
O (-1.721, -7.168, 0.835)
O (-0.450, -8.928, 0.805)
H (-1.375, -7.040, 3.206)
H (-1.191, -8.821, 3.288)
H (0.249, -7.777, 3.021)

---

# 3
Here is a structure of composition C11H28CrGeN4O6S5Se at a distorted geometry from OMol25. Energies are from ωB97M-V/def2-TZVPD.

Summary:
- highest occupied orbital energy (alpha / beta) (hartree) = -0.031 / -0.040
- ⟨S²⟩ = 6.01
- energy above the lowest of the compared OMol25 structures with the same formula, charge and spin (kJ/mol) = 80.5
- frontier orbital gap (alpha / beta) (Ha) = 0.170 / 0.178
- net charge = -2
- spin multiplicity = 5
- E_tot (eV) = -234572.0796

CARTESIAN COORDINATES (ANGSTROEM)
Cr (2.460, 1.447, -1.549)
N (1.859, 0.509, 0.382)
C (3.028, -0.022, 1.063)
C (3.455, 0.899, 2.211)
C (2.396, 1.013, 3.312)
C (2.369, -0.147, 4.310)
N (2.026, -1.466, 3.754)
C (0.850, -1.718, 3.181)
N (0.736, -2.807, 2.415)
N (-0.246, -0.981, 3.486)
C (4.224, -0.177, 0.087)
O (5.246, -0.714, 0.532)
O (4.021, 0.267, -1.081)
H (1.451, 1.347, 0.804)
H (1.148, -0.203, 0.245)
H (2.823, -1.033, 1.410)
H (3.618, 1.890, 1.782)
H (4.407, 0.535, 2.608)
H (1.421, 1.124, 2.828)
H (2.561, 1.923, 3.895)
H (1.663, 0.074, 5.116)
H (3.350, -0.265, 4.769)
H (2.777, -1.897, 3.225)
H (1.372, -2.851, 1.567)
H (-0.204, -2.942, 2.058)
H (-0.034, -0.056, 3.832)
H (-0.896, -0.932, 2.711)
S (0.604, -2.675, -0.674)
S (1.356, -2.499, -2.570)
S (0.763, -0.762, -3.531)
S (2.319, 0.596, -3.752)
O (0.780, 3.152, 0.721)
S (1.585, 3.619, -0.423)
O (1.521, 5.055, -0.601)
O (1.129, 2.903, -1.704)
O (2.991, 3.116, -0.267)
C (-3.239, -2.436, -0.970)
Ge (-3.711, -0.808, -1.946)
C (-5.704, -0.742, -1.913)
C (-3.252, -1.006, -3.843)
C (-3.156, 0.842, -1.032)
Se (-1.325, 1.629, -1.196)
C (-1.536, 2.073, -3.075)
H (-3.550, -3.317, -1.534)
H (-3.727, -2.454, 0.010)
H (-2.157, -2.487, -0.818)
H (-6.112, -1.649, -2.370)
H (-6.083, 0.120, -2.468)
H (-6.077, -0.682, -0.888)
H (-3.725, -1.915, -4.224)
H (-2.172, -1.099, -3.966)
H (-3.606, -0.158, -4.429)
H (-3.269, 0.661, 0.041)
H (-3.859, 1.633, -1.304)
H (-1.892, 1.204, -3.621)
H (-0.549, 2.359, -3.430)
H (-2.229, 2.908, -3.177)

---

# 4
Here is a cluster of 2 separate species, C11H28N2O4P in total from OMol25. Energies are from ωB97M-V/def2-TZVPD.

Summary:
- highest occupied orbital energy (hartree) = -0.395
- frontier orbital gap (Ha) = 0.253
- net charge = +1
- E_tot (eV) = -32311.9013

CARTESIAN COORDINATES (ANGSTROEM)
C (0.414, -4.516, 2.179)
C (-0.409, -3.585, 1.312)
O (-0.488, -4.134, 0.015)
C (-1.218, -3.353, -0.913)
C (-0.358, -2.972, -2.105)
O (0.211, -1.674, -1.963)
C (-0.306, -0.699, -2.831)
P (0.912, 0.692, -3.011)
O (1.486, 0.778, -1.436)
C (-0.359, 2.031, -3.038)
C (-1.103, 2.286, -1.717)
C (-1.376, 3.767, -1.351)
N (-0.386, 4.767, -1.749)
H (0.841, -3.978, 3.023)
H (-0.181, -5.352, 2.536)
H (1.233, -4.915, 1.584)
H (0.067, -2.596, 1.261)
H (-1.410, -3.449, 1.735)
H (-2.068, -3.946, -1.261)
H (-1.618, -2.452, -0.443)
H (-0.950, -3.041, -3.019)
H (0.464, -3.683, -2.181)
H (-1.276, -0.332, -2.475)
H (-0.426, -1.082, -3.851)
H (1.552, 1.695, -1.172)
H (0.089, 2.926, -3.463)
H (-1.085, 1.674, -3.775)
H (-0.591, 1.822, -0.875)
H (-2.071, 1.786, -1.772)
H (-2.343, 4.067, -1.747)
H (-1.455, 3.814, -0.264)
H (0.551, 4.393, -1.657)
H (-0.487, 4.988, -2.731)
C (-0.387, 1.726, 3.999)
C (0.433, 1.626, 2.761)
O (0.203, 2.051, 1.687)
N (1.797, 0.937, 2.940)
C (2.318, 0.280, 1.690)
H (-1.382, 2.059, 3.722)
H (-0.452, 0.767, 4.517)
H (0.063, 2.456, 4.677)
H (1.781, 0.291, 3.731)
H (2.444, 1.687, 3.205)
H (1.624, -0.495, 1.382)
H (3.289, -0.146, 1.924)
H (2.411, 1.032, 0.919)

---

# 5
Here is a cluster of 3 separate species, C11H28O3Si in total at a distorted geometry from OMol25. Energies are from ωB97M-V/def2-TZVPD.

Summary:
- highest occupied orbital energy (hartree) = -0.315
- frontier orbital gap (Ha) = 0.339
- net charge = 0
- SMILES = C=CC[SiH2]O.CCOCC.CCOCC
- E_tot (eV) = -25879.2402

CARTESIAN COORDINATES (ANGSTROEM)
C (3.928, 0.199, -2.975)
C (3.863, 1.473, -3.409)
C (2.725, 2.078, -4.198)
Si (1.013, 1.280, -4.083)
O (-0.002, 2.371, -3.328)
H (4.773, -0.453, -3.172)
H (3.091, -0.247, -2.447)
H (4.705, 2.142, -3.222)
H (2.575, 3.131, -3.941)
H (3.068, 2.025, -5.234)
H (0.986, 0.033, -3.293)
H (0.498, 0.993, -5.435)
H (0.232, 2.484, -2.403)
C (-3.592, -1.985, -0.588)
C (-2.239, -1.497, -0.100)
O (-1.431, -0.920, -1.111)
C (-1.961, 0.236, -1.737)
C (-2.188, 1.401, -0.789)
H (-3.471, -2.647, -1.447)
H (-4.099, -2.530, 0.210)
H (-4.240, -1.161, -0.890)
H (-1.664, -2.343, 0.280)
H (-2.360, -0.799, 0.737)
H (-2.886, -0.003, -2.275)
H (-1.221, 0.522, -2.483)
H (-2.987, 1.204, -0.074)
H (-2.461, 2.291, -1.357)
H (-1.279, 1.611, -0.218)
C (1.282, -0.995, 2.279)
C (0.146, -0.140, 2.813)
O (-0.767, -0.844, 3.636)
C (-0.223, -1.405, 4.818)
C (0.367, -0.381, 5.773)
H (0.889, -1.890, 1.796)
H (1.864, -0.429, 1.551)
H (1.962, -1.313, 3.071)
H (-0.449, 0.230, 1.976)
H (0.540, 0.739, 3.337)
H (0.521, -2.172, 4.574)
H (-1.058, -1.917, 5.297)
H (1.264, 0.087, 5.367)
H (0.641, -0.864, 6.712)
H (-0.358, 0.407, 5.982)

---

# 6
Here is a cluster of 4 separate species, C11H29NO7PS3 in total at a distorted geometry from OMol25. Energies are from ωB97M-V/def2-TZVPD.

Summary:
- highest occupied orbital energy (hartree) = -0.123
- frontier orbital gap (Ha) = 0.203
- net charge = -1
- E_tot (eV) = -69493.8365

CARTESIAN COORDINATES (ANGSTROEM)
C (-1.897, -0.636, 2.223)
C (-1.819, -0.525, 0.738)
O (-2.101, 0.483, 0.114)
O (-1.433, -1.679, 0.138)
C (-0.328, -1.553, -0.785)
C (1.015, -1.749, -0.145)
C (1.413, -0.682, 0.877)
N (2.823, -0.282, 0.709)
P (3.101, 1.261, 0.961)
O (2.078, 2.088, -0.111)
O (2.379, 1.617, 2.470)
H (-0.977, -1.040, 2.612)
H (-2.703, -1.319, 2.470)
H (-2.117, 0.336, 2.633)
H (-0.469, -2.348, -1.511)
H (-0.385, -0.627, -1.343)
H (1.752, -1.748, -0.941)
H (1.051, -2.725, 0.326)
H (1.304, -1.128, 1.871)
H (0.741, 0.178, 0.830)
H (1.989, 3.001, 0.164)
H (3.031, 2.162, 2.913)
C (5.069, -0.085, 4.673)
S (6.148, 1.349, 4.596)
O (5.375, 2.436, 3.949)
C (7.244, 0.669, 3.345)
H (4.262, 0.142, 5.366)
H (4.656, -0.283, 3.681)
H (5.636, -0.944, 5.036)
H (6.662, 0.410, 2.459)
H (7.749, -0.211, 3.747)
H (7.979, 1.431, 3.094)
C (-3.794, 2.631, -1.533)
S (-2.865, 4.151, -1.318)
O (-3.466, 4.868, -0.164)
C (-3.494, 4.954, -2.803)
H (-3.580, 1.986, -0.686)
H (-4.860, 2.864, -1.569)
H (-3.477, 2.138, -2.451)
H (-4.582, 5.016, -2.755)
H (-3.181, 4.387, -3.680)
H (-3.070, 5.955, -2.846)
C (-3.829, -4.676, -4.486)
S (-2.328, -3.739, -4.158)
O (-1.467, -4.592, -3.304)
C (-3.107, -2.522, -3.092)
H (-3.563, -5.525, -5.113)
H (-4.251, -5.030, -3.546)
H (-4.544, -4.042, -5.012)
H (-3.582, -3.020, -2.247)
H (-3.844, -1.961, -3.668)
H (-2.341, -1.844, -2.725)

---

# 7
Here is a structure of composition C11H30ClILuO2P3 at a distorted geometry from OMol25. Energies are from ωB97M-V/def2-TZVPD.

Summary:
- highest occupied orbital energy (hartree) = -0.546
- energy above the lowest of the compared OMol25 structures with the same formula, charge and spin (kJ/mol) = 186.3
- frontier orbital gap (Ha) = 0.153
- net charge = +2
- E_tot (eV) = -98087.2739

CARTESIAN COORDINATES (ANGSTROEM)
C (0.007, 1.178, -2.978)
C (0.009, 1.654, -1.584)
H (0.014, 2.067, -3.684)
H (-0.895, 0.535, -3.165)
H (0.902, 0.524, -3.163)
O (0.012, 2.691, -1.025)
I (-0.010, -2.039, 2.325)
Lu (0.000, -0.049, 0.314)
P (2.567, -0.165, -0.015)
C (3.199, 0.895, 1.317)
C (3.077, -1.866, 0.360)
H (4.114, -1.938, 0.005)
H (4.372, 0.266, -1.409)
H (2.407, -2.555, -0.185)
H (2.890, -0.297, -2.368)
H (2.786, 0.570, 2.286)
H (2.965, -2.054, 1.440)
C (3.287, 0.372, -1.578)
H (4.293, 0.777, 1.299)
H (2.973, 1.419, -1.766)
H (2.884, 1.941, 1.141)
P (-2.569, -0.135, -0.012)
C (-3.187, 0.935, 1.319)
C (-3.283, 0.406, -1.576)
H (-2.439, -2.527, -0.179)
H (-4.137, -1.889, 0.015)
H (-2.987, -2.017, 1.446)
C (-3.099, -1.830, 0.366)
H (-2.893, -0.268, -2.365)
H (-4.370, 0.309, -1.408)
H (-4.282, 0.831, 1.300)
H (-2.858, 1.977, 1.140)
H (-2.961, 1.450, -1.765)
H (-2.778, 0.607, 2.288)
Cl (-0.013, -1.776, -1.677)
C (0.009, 3.624, 3.442)
P (0.012, 1.836, 3.302)
C (1.440, 1.222, 4.196)
C (-1.410, 1.215, 4.200)
O (0.011, 1.476, 1.822)
H (0.010, 3.880, 4.512)
H (-0.893, 4.023, 2.950)
H (0.908, 4.026, 2.948)
H (1.262, 1.430, 5.254)
H (1.569, 0.142, 4.068)
H (2.352, 1.739, 3.880)
H (-1.542, 0.136, 4.062)
H (-1.225, 1.412, 5.258)
H (-2.324, 1.735, 3.895)

---

# 8
Here is a structure of composition C11H30ClIO2P3Yb at a distorted geometry from OMol25. Energies are from ωB97M-V/def2-TZVPD.

Summary:
- highest occupied orbital energy (alpha / beta) (hartree) = -0.498 / -0.498
- ⟨S²⟩ = 0.75
- energy above the lowest of the compared OMol25 structures with the same formula, charge and spin (kJ/mol) = 0.0
- frontier orbital gap (alpha / beta) (Ha) = 0.297 / 0.195
- net charge = +2
- spin multiplicity = 2
- E_tot (eV) = -95994.6808

CARTESIAN COORDINATES (ANGSTROEM)
C (-0.375, -0.311, -4.305)
C (-0.682, -0.982, -2.994)
H (-0.564, 0.759, -4.199)
H (-0.962, -0.697, -5.156)
H (0.681, -0.464, -4.527)
O (-0.514, -0.420, -1.910)
I (-1.415, -2.854, -3.198)
Yb (1.667, -0.433, 1.731)
P (2.846, -0.484, -0.791)
C (4.158, 0.385, 0.174)
C (3.471, -2.197, -0.535)
H (4.567, -2.239, -0.620)
H (4.429, -0.199, -2.613)
H (3.004, -2.827, -1.306)
H (2.916, -1.015, -3.138)
H (4.251, 0.032, 1.223)
H (3.143, -2.605, 0.439)
C (3.339, -0.217, -2.514)
H (5.108, 0.186, -0.344)
H (2.916, 0.730, -2.870)
H (3.962, 1.469, 0.187)
P (-2.849, -0.534, -0.757)
C (-3.824, 0.524, 0.362)
C (-3.609, -0.127, -2.377)
H (-3.434, -2.815, -1.425)
H (-4.700, -2.035, -0.387)
H (-3.144, -2.664, 0.328)
C (-3.620, -2.183, -0.537)
H (-3.309, -0.869, -3.133)
H (-4.699, -0.125, -2.276)
H (-4.814, 0.678, -0.077)
H (-3.296, 1.479, 0.462)
H (-3.245, 0.859, -2.689)
H (-3.899, 0.039, 1.343)
Cl (0.406, -2.166, 0.605)
C (0.590, 0.296, 4.201)
P (0.101, 1.543, 2.975)
C (-1.465, 2.213, 3.417)
C (1.356, 2.814, 2.950)
O (0.046, 0.924, 1.569)
H (1.701, 0.261, 4.353)
H (0.203, -0.711, 3.898)
H (0.103, 0.609, 5.143)
H (-1.435, 2.631, 4.431)
H (-1.748, 3.001, 2.712)
H (-2.233, 1.433, 3.377)
H (2.353, 2.435, 2.674)
H (1.088, 3.565, 2.196)
H (1.434, 3.305, 3.927)

---

# 9
Here is a structure of composition C11H31CaN6O2 at a distorted geometry from OMol25. Energies are from ωB97M-V/def2-TZVPD.

Summary:
- highest occupied orbital energy (hartree) = -0.435
- energy above the lowest of the compared OMol25 structures with the same formula, charge and spin (kJ/mol) = 0.0
- frontier orbital gap (Ha) = 0.338
- net charge = +1
- E_tot (eV) = -43382.2153

CARTESIAN COORDINATES (ANGSTROEM)
Ca (-11.688, -2.116, 5.262)
N (-12.218, -1.535, 2.870)
C (-11.230, -1.783, 1.799)
C (-10.087, -2.693, 2.280)
C (-9.021, -2.007, 3.135)
C (-8.501, -2.979, 4.178)
N (-9.549, -3.362, 5.149)
H (-12.933, -2.262, 2.849)
H (-12.632, -0.652, 2.591)
H (-10.830, -0.832, 1.488)
H (-11.667, -2.248, 0.901)
H (-9.581, -3.128, 1.427)
H (-10.540, -3.550, 2.737)
H (-9.402, -1.065, 3.576)
H (-8.199, -1.643, 2.496)
H (-7.627, -2.632, 4.739)
H (-8.157, -3.873, 3.641)
H (-9.129, -3.740, 6.010)
H (-10.067, -4.146, 4.775)
C (-11.757, -3.983, 8.040)
N (-11.911, -2.535, 7.733)
C (-10.820, -1.768, 8.406)
C (-13.211, -2.039, 8.208)
C (-13.579, -0.691, 7.628)
N (-13.739, -0.651, 6.139)
C (-15.041, -1.251, 5.795)
C (-13.721, 0.762, 5.691)
H (-12.078, -4.207, 9.071)
H (-10.698, -4.183, 7.931)
H (-12.338, -4.553, 7.336)
H (-10.889, -1.874, 9.496)
H (-10.885, -0.720, 8.106)
H (-9.865, -2.126, 8.042)
H (-13.179, -2.005, 9.288)
H (-13.957, -2.760, 7.929)
H (-12.845, 0.062, 7.818)
H (-14.512, -0.383, 8.106)
H (-15.898, -0.791, 6.308)
H (-15.039, -2.316, 6.032)
H (-15.214, -1.143, 4.735)
H (-14.287, 1.420, 6.348)
H (-14.128, 0.859, 4.684)
H (-12.694, 1.117, 5.651)
N (-14.667, -3.512, 2.837)
N (-14.702, -4.468, 3.894)
C (-13.677, -4.537, 4.830)
O (-13.810, -5.269, 5.804)
O (-12.627, -3.811, 4.594)
H (-15.510, -2.981, 2.853)
H (-14.636, -4.000, 1.932)
H (-15.579, -4.925, 4.082)